Record 1
C44H47Br2MoN2O6Se as an isolated structure. Source: the OMol25 dataset; level of theory: the ωB97M-V functional and the def2-TZVPD basis.

Structure (XYZ):
```
103
Properties=species:S:1:pos:R:3:forces:R:3
Mo -0.257457 0.808093 1.021661 0.562 0.466 -0.827
O 1.740092 -1.624553 2.428544 -0.081 -0.035 -0.122
C 2.843893 -1.528402 1.573434 0.113 -0.255 0.139
C 2.635122 -0.452600 0.479258 -0.745 0.347 0.169
O 3.510747 -0.084221 -0.265984 0.172 0.018 -0.127
O 1.406539 -0.008789 0.416296 0.158 -0.423 0.002
C 4.034143 -1.134242 2.457390 0.016 0.030 0.005
C 5.256132 -0.736741 1.919738 0.051 -0.050 0.032
C 6.305198 -0.374115 2.751846 -0.019 -0.022 0.012
C 6.154442 -0.402397 4.131882 -0.057 0.004 -0.036
C 4.942150 -0.805989 4.670556 -0.010 -0.009 -0.011
C 3.889532 -1.172086 3.840619 0.054 0.074 0.030
C 3.108738 -2.880719 0.878698 -0.039 0.065 0.033
C 2.455301 -4.013816 1.348398 -0.013 -0.077 -0.004
C 2.656482 -5.250515 0.748629 0.040 0.044 -0.038
C 3.516442 -5.372025 -0.332941 0.002 0.071 0.033
C 4.173981 -4.242602 -0.805012 -0.023 -0.016 0.035
C 3.974215 -3.007834 -0.203824 0.052 0.021 -0.104
H 0.912181 -1.830426 1.943341 0.037 0.075 0.000
H 5.377070 -0.681847 0.847928 0.017 -0.001 0.053
H 7.244754 -0.060621 2.313396 0.005 0.015 0.005
H 6.968452 -0.099207 4.778552 0.007 -0.019 0.006
H 4.803535 -0.825797 5.745014 0.001 0.018 -0.009
H 2.939432 -1.464355 4.262592 0.020 0.011 0.001
H 1.777452 -3.925701 2.185411 0.005 0.008 0.013
H 2.129939 -6.117630 1.127932 0.003 -0.006 -0.008
H 3.669679 -6.333776 -0.806631 -0.002 0.004 -0.005
H 4.841624 -4.317712 -1.654850 -0.002 -0.006 0.005
H 4.467493 -2.128821 -0.598900 -0.023 -0.077 0.016
C -3.993059 1.472148 3.287787 -0.062 -0.033 0.082
C -2.807145 0.926784 2.575174 -0.168 -0.476 0.040
N -1.901927 1.683094 2.066530 0.039 0.312 0.074
O -2.052928 3.028896 2.349623 -0.046 -0.248 0.016
C -2.560357 -0.500982 2.407019 0.015 0.396 0.072
C -3.485054 -1.601835 2.778671 -0.180 -0.010 0.051
N -1.378674 -0.720457 1.906554 0.152 -0.163 0.028
O -0.890193 -1.875306 1.683736 -0.072 -0.246 0.079
H -3.689807 2.240889 3.996997 0.019 0.011 -0.002
H -4.535438 0.684556 3.806322 0.019 -0.001 -0.018
H -4.663567 1.940468 2.563273 0.010 0.016 0.009
H -1.197616 3.415740 2.102428 -0.048 0.006 -0.041
H -4.471226 -1.448045 2.334540 0.013 0.007 0.015
H -3.608469 -1.684525 3.862251 0.000 -0.006 -0.012
H -3.073314 -2.537654 2.407644 0.026 0.009 -0.014
C -3.474655 -0.352084 -6.649584 0.010 0.035 -0.046
C -4.307098 -0.719125 -5.414248 0.059 0.020 0.096
C -4.710130 -2.196565 -5.505279 0.014 -0.053 0.005
C -5.578394 0.128445 -5.430852 -0.061 0.034 -0.005
C -3.489327 -0.490754 -4.141836 -0.005 -0.002 0.034
C -3.957600 0.232377 -3.061878 0.033 -0.008 0.003
C -3.173433 0.382742 -1.925367 -0.274 0.059 -0.114
Br -3.978813 1.360072 -0.500151 0.087 0.014 0.015
C -1.887164 -0.151415 -1.779584 0.057 -0.083 -0.058
O -1.177579 -0.016112 -0.700402 0.152 0.199 0.435
C -1.403370 -0.900820 -2.894740 0.034 -0.142 -0.303
C -2.214119 -1.047165 -4.010882 0.130 -0.019 0.041
C 0.003356 -1.520881 -2.866488 -0.100 0.080 0.098
C 0.149244 -2.478304 -1.672347 0.002 0.031 0.049
C 1.052604 -0.400695 -2.790569 -0.033 0.047 -0.071
C 0.308607 -2.330786 -4.127999 0.019 -0.060 -0.037
H -4.082398 -0.447303 -7.554363 0.020 -0.009 0.005
H -2.605766 -1.002082 -6.762840 -0.014 0.009 0.022
H -3.114050 0.676294 -6.581827 -0.024 -0.002 0.000
H -5.293141 -2.384342 -6.412562 0.015 0.007 0.012
H -5.312667 -2.483801 -4.641044 0.000 0.009 -0.009
H -3.829490 -2.841655 -5.525718 -0.009 0.013 0.001
H -6.107673 -0.027003 -6.374299 -0.006 0.007 0.013
H -5.352389 1.193165 -5.338926 0.014 -0.019 -0.019
H -6.258574 -0.143487 -4.620855 0.022 -0.014 -0.006
H -4.935691 0.691906 -3.069156 0.009 0.002 0.004
H -1.831705 -1.627822 -4.838845 -0.014 -0.005 0.003
H 0.018705 -1.962663 -0.724390 0.003 -0.053 -0.029
H 1.142147 -2.940725 -1.688013 -0.025 0.014 0.009
H -0.598494 -3.274690 -1.729428 0.013 -0.001 -0.014
H 0.837261 0.310604 -1.998276 0.046 -0.059 0.024
H 1.087851 0.145325 -3.738401 -0.029 -0.004 0.017
H 2.042926 -0.823684 -2.605968 0.013 0.018 0.030
H -0.357187 -3.191598 -4.237315 -0.004 0.022 0.007
H 1.331221 -2.708881 -4.053060 -0.021 -0.005 -0.004
H 0.246983 -1.723829 -5.034371 0.018 0.002 0.007
Br 3.513449 2.652968 6.421343 0.053 0.002 0.047
C 2.426845 2.184409 4.932690 -0.034 -0.003 -0.077
C 2.764734 2.642839 3.672731 -0.020 -0.018 -0.080
C 1.963084 2.288619 2.590419 0.071 -0.061 0.227
C 0.826967 1.485747 2.742954 -0.047 0.015 -0.123
C 0.528120 1.048402 4.037455 0.089 0.106 0.107
C 1.314245 1.386215 5.132882 -0.037 -0.030 -0.074
H 3.647827 3.251525 3.529677 0.003 0.009 0.019
H 2.248541 2.632961 1.602406 0.010 -0.019 -0.010
H -0.328949 0.404701 4.210073 -0.011 0.004 -0.013
H 1.074232 1.023317 6.123745 -0.004 0.009 0.009
Se -0.053284 2.782165 -0.557440 -0.468 -0.116 -0.082
C -0.165094 4.515290 0.244512 0.320 0.184 0.172
C 1.016458 5.203600 0.527477 -0.047 0.070 0.138
C 0.978626 6.491910 1.044699 0.001 -0.049 -0.020
C -0.239998 7.111652 1.289851 0.017 -0.063 -0.007
C -1.417508 6.441417 0.991096 -0.010 -0.028 -0.026
C -1.382558 5.156987 0.460426 -0.043 0.078 -0.138
H 1.966721 4.718335 0.343627 -0.009 0.016 0.000
H 1.905069 7.010818 1.259020 -0.005 -0.015 0.014
H -0.271286 8.109053 1.709980 0.003 0.006 -0.021
H -2.373247 6.921745 1.162136 -0.001 -0.010 0.000
H -2.301489 4.648342 0.198560 0.000 -0.019 0.048
```
Positions in Å, forces in eV/Å.

Results
Relative energy (zero: lowest compared OMol25 entry of this formula, charge and spin) = 0.0 kcal per mole
LUMO energy (spin up / spin down) = 1.59 / 1.61 eV
Charge = -1
Largest force on an atom = 1.10 eV/A
E_HOMO (spin up / spin down) = -4.9 / -5.1 eV
2S+1 = 3
HOMO-LUMO gap (spin up / spin down) = 6.5 / 6.7 eV

Record 2
C44H47GeN3O3STaTe as an isolated structure. Source: the OMol25 dataset; level of theory: the ωB97M-V functional and the def2-TZVPD basis.

Structure (XYZ):
```
101
Properties=species:S:1:pos:R:3:forces:R:3
Ta -0.519909 0.556736 1.141162 -0.006 -0.449 0.023
C -5.610445 3.714174 -2.845391 0.004 0.008 0.001
C -5.399466 3.988924 -1.357123 0.011 0.009 -0.021
C -6.690931 3.651567 -0.590849 -0.013 0.000 0.004
C -5.047534 5.475116 -1.156655 -0.014 0.004 -0.003
C -4.272627 3.163216 -0.779312 0.029 -0.030 0.046
C -3.953411 3.239968 0.583526 -0.028 0.012 -0.041
C -2.942192 2.481280 1.104429 0.053 -0.062 0.048
N -2.214890 1.610974 0.354583 -0.105 0.276 -0.179
C -2.468686 1.569102 -0.978481 -0.006 -0.082 0.003
C -3.475486 2.311638 -1.550375 -0.028 -0.013 0.013
C -1.543202 0.714808 -1.745537 -0.012 -0.025 0.040
C -1.660442 0.449559 -3.086455 0.023 0.014 0.004
C -0.703327 -0.331710 -3.752586 0.007 0.002 0.016
C 0.367994 -0.788430 -2.983313 -0.011 -0.016 -0.008
C 0.431692 -0.498646 -1.642334 0.011 -0.002 0.046
N -0.515736 0.221353 -1.005200 -0.140 -0.030 -0.192
C -0.828184 -0.606015 -5.235647 0.008 0.006 0.002
C 0.130644 -1.708664 -5.687288 0.005 0.007 -0.010
C -2.269134 -1.017023 -5.575851 -0.006 -0.006 -0.004
C -0.477576 0.707211 -5.963224 -0.015 -0.004 -0.014
H -6.443153 4.317574 -3.203229 -0.002 0.000 0.003
H -5.863941 2.669011 -3.036549 -0.002 -0.001 -0.002
H -4.738184 3.989558 -3.442498 0.002 -0.002 0.002
H -7.511971 4.229740 -1.013431 0.001 0.004 -0.001
H -6.624273 3.906667 0.466916 0.007 -0.007 0.002
H -6.944206 2.594083 -0.680214 -0.002 -0.001 -0.002
H -5.852171 6.085851 -1.565125 -0.001 0.000 0.000
H -4.125566 5.740515 -1.676293 0.001 -0.001 -0.001
H -4.940866 5.733485 -0.102773 0.001 0.002 0.000
H -4.495159 3.898300 1.247201 0.002 0.004 -0.002
H -2.687002 2.546730 2.152606 0.010 -0.003 0.000
H -3.641544 2.242772 -2.613579 -0.008 0.005 -0.005
H -2.501516 0.844624 -3.635342 0.000 0.004 -0.003
H 1.157834 -1.390439 -3.410324 0.005 0.001 0.011
H 1.260371 -0.855867 -1.048664 0.014 0.004 -0.001
H -0.036616 -2.639096 -5.140333 -0.002 -0.006 -0.001
H 1.176273 -1.416305 -5.576250 0.002 0.000 0.009
H -0.033029 -1.911169 -6.744726 -0.001 0.001 0.000
H -2.596205 -1.872534 -4.982446 0.006 -0.007 -0.005
H -2.316848 -1.302600 -6.625880 0.001 0.008 -0.003
H -2.980665 -0.201956 -5.439464 -0.002 -0.003 0.020
H 0.549162 1.014264 -5.759297 0.000 0.001 0.004
H -1.147487 1.519653 -5.676170 -0.001 0.001 -0.005
H -0.578888 0.555496 -7.037848 0.003 -0.001 -0.001
Ge 0.937071 -4.574900 0.374908 0.032 0.236 0.161
C 1.725270 -5.121619 2.026544 -0.009 -0.039 -0.068
C 0.958719 -5.903159 2.893478 -0.032 0.006 -0.006
C 1.505890 -6.362307 4.082786 0.015 -0.008 -0.006
C 2.817357 -6.042167 4.407878 0.002 0.004 -0.011
C 3.585953 -5.266101 3.547988 -0.006 -0.014 0.025
C 3.045461 -4.810351 2.356571 0.012 0.009 -0.030
C 1.938858 -4.072516 -1.183639 -0.053 -0.031 -0.013
C 3.013906 -3.182378 -1.124785 0.001 0.013 0.040
C 3.711922 -2.855915 -2.277334 0.001 0.003 -0.020
C 3.347225 -3.423459 -3.494375 -0.003 0.004 0.001
C 2.279344 -4.306906 -3.561504 0.002 0.010 0.000
C 1.571306 -4.627069 -2.409876 0.006 0.001 -0.011
H -0.416531 -5.201850 0.072735 -0.015 -0.012 -0.010
H -0.059592 -6.175415 2.638452 0.002 -0.008 -0.004
H 0.916731 -6.983943 4.743598 0.000 -0.004 0.004
H 3.249743 -6.414080 5.327317 0.001 -0.001 0.002
H 4.613149 -5.037525 3.798028 0.000 0.002 -0.001
H 3.666887 -4.236078 1.679801 -0.004 -0.002 -0.002
H 3.321922 -2.747115 -0.179793 -0.003 -0.002 0.002
H 4.556776 -2.181557 -2.226464 -0.003 0.001 0.002
H 3.910584 -3.189016 -4.388274 0.001 0.002 0.001
H 2.007183 -4.761051 -4.505083 0.001 0.000 -0.003
H 0.742952 -5.323316 -2.475325 0.003 -0.004 0.005
N 0.277338 -2.685738 0.863280 -0.053 -0.203 -0.058
C -0.034806 -1.591469 1.023708 0.176 0.098 0.075
C 5.973311 5.481474 3.145365 0.004 -0.005 0.009
C 4.839829 4.605575 2.721382 -0.014 -0.013 -0.001
C 4.619034 3.383297 3.377255 0.003 0.019 -0.012
C 3.576140 2.563250 3.021485 -0.005 -0.003 -0.005
C 2.735886 2.990273 1.981926 0.048 -0.084 0.008
C 2.923678 4.196683 1.302840 -0.063 0.027 -0.052
C 3.981484 4.992277 1.686860 0.015 -0.003 0.008
S 1.470157 1.977516 1.522578 -0.162 0.008 0.085
O 1.762436 0.714718 0.781829 0.122 -0.098 0.012
O 0.654312 1.398103 2.684715 0.009 0.002 0.129
O 0.373999 2.596039 0.717784 0.219 0.454 -0.036
H 6.903491 4.913509 3.181449 0.002 0.003 -0.001
H 5.790164 5.859837 4.153420 0.004 0.004 -0.001
H 6.103125 6.330090 2.478914 0.000 0.000 -0.003
H 5.281284 3.085864 4.179745 -0.003 -0.004 0.004
H 3.400914 1.625660 3.533206 0.007 0.000 0.006
H 2.254586 4.498036 0.507838 0.003 0.004 0.002
H 4.148268 5.933672 1.181108 -0.004 0.002 -0.002
Te -2.290494 -0.379789 2.857129 -0.112 -0.159 0.072
C -0.954783 -1.173061 4.309864 0.101 0.186 0.021
C -0.465463 -2.467721 4.235652 -0.059 -0.099 -0.066
C 0.364262 -2.930087 5.248313 -0.005 0.005 -0.005
C 0.686723 -2.107874 6.318601 -0.019 0.042 -0.013
C 0.179579 -0.816313 6.384452 0.021 -0.046 0.004
C -0.642970 -0.336752 5.375482 0.031 0.043 0.002
H -0.729344 -3.133820 3.425185 -0.027 0.024 -0.040
H 0.744796 -3.941942 5.194539 0.008 0.023 0.017
H 1.324086 -2.475754 7.111165 0.001 -0.009 -0.001
H 0.415413 -0.179434 7.226230 -0.001 -0.001 0.005
H -1.036023 0.670170 5.438686 -0.003 -0.005 -0.017
```
Positions in Å, forces in eV/Å.

Results
Relative energy (zero: lowest compared OMol25 entry of this formula, charge and spin) = 0.6 kcal per mole
LUMO energy = -9.96 eV
Charge = +3
Largest force on an atom = 0.51 eV/A
E_HOMO = -15.8 eV
2S+1 = 1
HOMO-LUMO gap = 5.8 eV

Energy values (in eV) by entry order: -268945.2587 -133177.5744.